Entry one
Below is a 2-piece molecular cluster, C4H13N3 overall, with properties calculated with the ωB97M-V functional and the def2-TZVPD basis.

Each line ends with the Löwdin charge.
Geometry (Å):
C  0.87  -1.69  1.60  -0.097
N  1.17  -0.66  0.61  -0.092
C  0.78  0.70  0.87  -0.598
N  -0.41  0.83  1.56  0.129
N  1.50  1.72  0.63  0.115
H  2.11  -0.71  0.25  0.120
H  -1.15  0.20  1.28  0.084
H  -0.68  1.80  1.62  0.097
H  2.40  1.51  0.20  0.036
H  -0.19  -1.93  1.54  0.071
H  1.10  -1.36  2.62  0.081
H  1.45  -2.58  1.39  0.081
C  -0.75  -0.36  -1.65  -0.198
C  -1.50  0.94  -1.90  -0.182
H  -2.43  0.76  -2.45  0.059
H  -1.34  -1.04  -1.04  0.044
H  -0.59  -0.87  -2.60  0.051
H  0.31  -0.36  -0.98  0.094
H  -0.96  1.60  -2.58  0.060
H  -1.68  1.49  -0.98  0.044

Output
Multiplicity: 1
SMILES: [H]/N=C(/N)NC.CC
Orbital gap, eV: 9.72
Lowest unoccupied orbital energy, eV: 0.89

---

Entry two
Below is one molecule with the formula C4H13N3, with properties calculated with the ωB97M-V functional and the def2-TZVPD basis.

Each line ends with the Löwdin charge.
Geometry (Å):
N  -1.04  1.91  0.29  0.037
C  -0.13  0.81  -0.03  -0.425
C  -0.73  -0.19  -1.05  -0.181
C  0.04  -1.47  -1.22  -0.314
N  -0.22  -2.52  -0.26  0.008
C  0.53  0.30  1.23  -0.244
N  1.61  1.24  1.69  0.005
H  -0.69  2.81  -0.02  0.067
H  -1.90  1.86  -0.24  0.065
H  0.68  1.15  -0.69  0.134
H  -1.76  -0.39  -0.73  0.111
H  -0.86  0.29  -2.02  0.111
H  1.11  -1.24  -1.38  0.117
H  -0.23  -1.85  -2.21  0.108
H  -0.22  -3.47  -0.59  0.063
H  0.42  -2.39  0.51  0.042
H  0.99  -0.68  1.09  0.076
H  -0.24  0.14  1.99  0.117
H  1.41  2.07  1.11  0.042
H  1.22  1.64  2.55  0.060

Output
Multiplicity: 1
SMILES: NCC[C@@H](N)CN
Orbital gap, eV: 10.35
Lowest unoccupied orbital energy, eV: 1.06

---

Entry three
Below is a 2-piece molecular cluster, C4H13N3 overall, with properties calculated with the ωB97M-V functional and the def2-TZVPD basis.

Each line ends with the Löwdin charge.
Geometry (Å):
C  0.74  -0.57  1.82  -0.097
C  -1.68  -0.53  1.09  -0.119
C  1.72  -0.23  -1.98  -0.118
C  -0.42  0.14  1.31  -0.280
N  -0.82  1.67  -1.14  -0.018
N  0.41  -0.24  -1.27  -0.161
N  0.05  0.87  -0.48  -0.183
H  1.20  -1.06  0.98  0.059
H  1.43  0.06  2.30  0.051
H  0.62  -1.37  2.66  0.121
H  -1.93  -0.68  2.12  0.081
H  -1.73  -1.59  0.72  0.101
H  -2.30  0.04  0.42  0.051
H  2.48  -0.06  -1.20  0.063
H  1.91  -1.35  -2.29  0.101
H  1.78  0.45  -2.85  0.058
H  -0.59  1.09  1.73  0.095
H  -1.80  1.38  -1.24  0.075
H  -0.79  2.62  -0.85  0.064
H  -0.25  -0.64  -1.85  0.057

Output
Multiplicity: 1
Orbital gap, eV: 8.58
Lowest unoccupied orbital energy, eV: 1.14

---

Entry four
Below is a 3-piece molecular cluster, C4H13N3 overall, with properties calculated with the ωB97M-V functional and the def2-TZVPD basis.

Each line ends with the Löwdin charge.
Geometry (Å):
C  0.99  -0.51  0.38  -0.526
C  2.48  -0.12  0.32  -0.081
C  -2.19  0.72  -1.25  -0.093
N  0.58  -1.41  -0.70  0.029
H  0.84  -1.06  1.32  0.112
H  0.61  -0.92  -1.59  0.072
H  1.20  -2.20  -0.77  0.065
H  3.11  -1.01  0.35  0.069
H  2.69  0.42  -0.61  0.075
H  2.76  0.53  1.15  0.071
H  -2.64  -0.21  -1.56  0.014
H  -1.61  1.20  -2.03  0.017
H  -2.93  1.39  -0.82  0.010
C  0.09  0.71  0.40  -0.128
N  -2.59  -0.20  1.06  0.080
N  -1.53  -0.12  1.54  -0.062
H  -1.30  -0.50  2.49  0.130
H  0.32  1.38  -0.44  0.073
H  0.29  1.36  1.26  0.071
H  -1.15  0.55  -0.49  0.002

Output
Multiplicity: 1
Orbital gap (spin up / spin down), eV: 7.96 / 8.14
Lowest unoccupied orbital energy (spin up / spin down), eV: 0.47 / 0.42

---

In eV, relative to the most stable structure: entry one 0.000; entry two 0.059; entry three 3.805; entry four 4.683.

---

Entry one
Below is one molecule with the formula C4H13N3, with properties calculated with the ωB97M-V functional and the def2-TZVPD basis.

Each line ends with the Löwdin charge.
Geometry (Å):
N  0.19  1.11  -0.87  0.050
C  0.45  0.01  0.12  -0.420
C  -0.50  -1.16  -0.04  -0.160
C  -1.99  -0.64  0.01  -0.264
N  -2.44  0.60  0.70  -0.010
C  1.92  -0.37  0.17  -0.264
N  2.77  0.79  -0.01  -0.035
H  -0.30  0.71  -1.65  0.073
H  -0.25  1.86  -0.39  0.057
H  0.22  0.49  1.08  0.128
H  -0.38  -1.80  0.85  0.111
H  -0.32  -1.77  -0.93  0.115
H  -2.25  -0.59  -1.05  0.085
H  -2.78  -1.33  0.30  0.104
H  -2.69  0.39  1.66  0.059
H  -1.94  1.47  0.78  0.042
H  2.36  -0.92  1.02  0.115
H  2.03  -1.03  -0.74  0.113
H  2.34  1.61  -0.41  0.040
H  3.57  0.58  -0.60  0.060

Output
Multiplicity: 1
SMILES: NCC[C@H](N)CN
Orbital gap, eV: 9.55
Lowest unoccupied orbital energy, eV: 0.98

---

Entry two
Below is one molecule with the formula C4H13N3, with properties calculated with the ωB97M-V functional and the def2-TZVPD basis.

Each line ends with the Löwdin charge.
Geometry (Å):
C  -0.06  -0.12  -1.23  -0.261
N  -0.06  0.54  0.09  -0.077
C  -1.36  0.38  0.78  -0.230
C  -1.43  -0.81  1.74  -0.305
N  -0.16  -1.13  2.34  -0.005
C  1.34  -0.07  -1.79  -0.296
N  1.67  1.34  -2.08  -0.012
H  -0.43  -1.15  -1.26  0.116
H  -0.63  0.53  -1.89  0.116
H  0.55  -0.07  0.63  0.070
H  -1.59  1.32  1.29  0.102
H  -2.12  0.25  0.02  0.107
H  -1.85  -1.68  1.21  0.106
H  -2.31  -0.56  2.34  0.103
H  0.30  -0.32  2.74  0.079
H  -0.26  -1.80  3.09  0.074
H  2.05  -0.50  -1.07  0.107
H  1.35  -0.71  -2.68  0.103
H  1.19  1.87  -1.37  0.046
H  2.65  1.52  -1.91  0.056

Output
Multiplicity: 1
SMILES: NCCNCCN
Orbital gap, eV: 9.86
Lowest unoccupied orbital energy, eV: 1.03

---

Entry three
Below is a 2-piece molecular cluster, C4H13N3 overall, with properties calculated with the ωB97M-V functional and the def2-TZVPD basis.

Each line ends with the Löwdin charge.
Geometry (Å):
C  0.37  2.63  0.43  -0.059
N  1.26  0.34  0.37  -0.114
C  0.49  1.30  -0.28  -0.441
N  2.12  -0.47  -0.40  0.006
C  -0.16  1.11  -1.44  0.021
H  1.70  0.70  1.22  0.128
H  1.73  -1.40  -0.53  0.059
H  2.22  -0.09  -1.35  0.082
H  -0.13  2.51  1.40  0.080
H  -0.20  3.37  -0.15  0.077
H  1.37  3.05  0.61  0.079
H  -0.13  0.15  -1.95  0.046
H  -0.76  1.89  -1.89  0.051
C  -1.94  -2.13  0.78  -0.203
N  -0.78  -2.23  -0.09  -0.077
H  -0.23  -3.04  0.18  0.058
H  -0.19  -1.40  0.09  0.011
H  -1.64  -2.19  1.83  0.063
H  -2.45  -1.17  0.62  0.069
H  -2.64  -2.94  0.56  0.065

Output
Multiplicity: 1
SMILES: C=C(C)NN.CN
Orbital gap, eV: 9.21
Lowest unoccupied orbital energy, eV: 1.01

---

In eV, relative to the most stable structure: entry one 0.370; entry two 0.000; entry three 0.909.

---

Entry one
Below is one molecule with the formula C4H13N3, with properties calculated with the ωB97M-V functional and the def2-TZVPD basis.

Each line ends with the Löwdin charge.
Geometry (Å):
C  -0.15  -0.20  0.32  -0.221
N  1.12  -0.01  -0.44  -0.074
C  1.81  -1.34  -0.56  -0.313
N  0.93  -2.49  -0.60  -0.012
C  -0.88  1.11  0.73  -0.458
C  -0.58  2.13  -0.36  -0.099
N  -2.32  0.82  0.84  0.015
H  0.12  -0.64  1.31  0.116
H  -0.80  -0.78  -0.33  0.108
H  1.73  0.53  0.17  0.088
H  2.49  -1.31  0.30  0.108
H  2.44  -1.37  -1.46  0.101
H  0.63  -2.67  -1.56  0.078
H  1.48  -3.35  -0.50  0.071
H  -0.53  1.35  1.72  0.122
H  -1.08  3.09  -0.02  0.080
H  0.46  2.52  -0.37  0.072
H  -0.91  2.06  -1.39  0.079
H  -2.46  0.07  1.53  0.074
H  -2.81  1.54  1.37  0.063

Output
Multiplicity: 1
SMILES: C[C@@H](N)CNCN
Orbital gap, eV: 9.68
Lowest unoccupied orbital energy, eV: 0.97

---

Entry two
Below is one molecule with the formula C4H13N3, with properties calculated with the ωB97M-V functional and the def2-TZVPD basis.

Each line ends with the Löwdin charge.
Geometry (Å):
C  -1.07  -0.73  1.22  -0.261
N  -1.10  -0.56  2.72  -0.014
C  -0.20  0.28  0.46  -0.415
C  -0.75  1.68  0.51  -0.053
N  0.04  -0.19  -0.93  -0.049
C  1.29  0.29  -1.65  -0.371
N  1.74  -0.77  -2.47  -0.024
H  -2.02  -0.89  0.77  0.091
H  -0.62  -1.75  1.13  0.112
H  -2.00  -0.20  3.08  0.069
H  -0.69  -1.36  3.21  0.058
H  0.91  0.01  0.95  0.183
H  -0.23  2.35  -0.22  0.095
H  -0.61  2.14  1.43  0.054
H  -1.75  1.55  0.27  0.055
H  -0.68  0.07  -1.52  0.064
H  1.04  1.19  -2.23  0.101
H  1.93  0.71  -0.79  0.120
H  2.73  -0.59  -2.74  0.081
H  1.59  -1.61  -1.81  0.104

Output
Multiplicity: 1
SMILES: C[C@@H](CN)NCN
Orbital gap, eV: 9.95
Lowest unoccupied orbital energy, eV: 1.07

---

Entry three
Below is a 2-piece molecular cluster, C4H13N3 overall, with properties calculated with the ωB97M-V functional and the def2-TZVPD basis.

Each line ends with the Löwdin charge.
Geometry (Å):
C  -1.48  1.84  2.01  -0.165
C  -0.84  2.57  -0.27  -0.081
C  3.02  -2.76  -0.84  -0.047
C  -0.91  1.40  0.78  -0.337
N  -0.31  -1.80  -0.92  -0.005
N  1.73  -2.58  -1.04  -0.196
N  1.06  -1.56  -1.27  -0.100
H  -2.32  2.43  1.91  0.047
H  -1.78  1.00  2.60  0.069
H  -0.79  2.30  2.74  0.097
H  -1.85  2.97  -0.14  0.068
H  -0.68  2.16  -1.20  0.030
H  -0.20  3.37  -0.01  0.060
H  3.47  -3.64  -0.49  0.022
H  3.62  -2.05  -1.44  0.064
H  -1.60  0.60  0.39  0.112
H  0.07  1.03  0.81  0.078
H  -0.77  -1.13  -1.55  0.074
H  -0.55  -2.71  -1.21  0.029
H  1.10  -3.44  -0.85  0.180

Output
Multiplicity: 1
Orbital gap, eV: 8.10
Lowest unoccupied orbital energy, eV: 0.94

---

In eV, relative to the most stable structure: entry one 0.000; entry two 0.199; entry three 3.295.

---

Entry one
Below is a 2-piece molecular cluster, C16H19N3O2 overall, with properties calculated with the ωB97M-V functional and the def2-TZVPD basis.

Each line ends with the Löwdin charge.
Geometry (Å):
N  -0.01  -2.99  -1.14  0.046
C  -0.23  -4.20  -0.53  -0.616
O  -0.58  -4.24  0.64  -0.039
N  -0.05  -5.38  -1.21  0.186
C  0.35  -5.44  -2.53  -0.539
O  0.51  -6.50  -3.12  -0.004
C  0.57  -4.17  -3.14  -0.056
C  0.37  -3.04  -2.41  -0.232
H  -0.23  -6.25  -0.73  0.154
H  0.87  -4.15  -4.17  0.089
H  0.53  -2.07  -2.88  0.084
C  2.89  2.28  1.98  -0.190
C  2.89  0.81  1.51  -0.156
C  1.57  0.11  1.85  -0.113
N  0.43  0.90  1.36  -0.022
C  -0.44  0.39  0.43  0.124
C  -1.52  1.13  -0.14  -0.184
C  -1.33  2.40  -0.75  -0.032
C  -2.40  3.12  -1.22  -0.064
C  -3.69  2.61  -1.10  -0.050
C  -3.90  1.36  -0.53  -0.057
C  -2.84  0.62  -0.08  0.006
C  0.38  2.27  1.91  -0.121
C  1.64  3.03  1.50  -0.167
H  2.94  2.32  3.08  0.116
H  3.80  2.79  1.63  0.117
H  3.05  0.77  0.43  0.122
H  3.74  0.27  1.96  0.124
H  1.53  -0.89  1.41  0.138
H  1.46  -0.03  2.93  0.139
H  -0.38  -0.67  0.25  0.130
H  -0.33  2.77  -0.88  0.110
H  -2.24  4.07  -1.69  0.112
H  -4.53  3.20  -1.45  0.111
H  -4.91  0.98  -0.45  0.114
H  -3.00  -0.33  0.39  0.127
H  -0.54  2.77  1.59  0.121
H  0.32  2.19  3.00  0.140
H  1.62  4.06  1.88  0.123
H  1.67  3.12  0.41  0.110

Output
Multiplicity: 1
Orbital gap, eV: 4.16
Lowest unoccupied orbital energy, eV: -2.00

---

Entry two
Below is one molecule with the formula C16H19N3O2, with properties calculated with the ωB97M-V functional and the def2-TZVPD basis.

Each line ends with the Löwdin charge.
Geometry (Å):
C  4.72  -2.77  3.52  -0.084
C  3.39  -3.23  3.89  -0.221
O  2.51  -3.51  2.74  0.007
C  1.92  -2.42  2.32  -0.406
C  1.23  -2.61  1.28  -0.066
C  0.37  -1.82  0.72  -0.002
C  0.35  -0.52  1.25  -0.173
C  1.36  -0.17  2.08  0.044
C  2.09  -1.18  2.76  0.057
H  2.58  -0.82  3.62  0.119
H  1.31  0.64  2.38  0.009
C  -0.17  0.43  0.35  -0.030
N  -0.24  1.97  0.72  0.194
C  -1.23  2.30  -0.28  -0.303
C  -1.58  1.42  -1.09  -0.375
N  -2.70  1.36  -1.90  0.033
H  -2.96  2.48  -2.20  0.237
C  -2.82  0.37  -2.92  -0.168
H  -3.83  0.33  -3.46  0.123
H  -2.59  -0.66  -2.49  0.131
C  -1.81  0.61  -4.27  -0.377
C  -0.49  0.43  -3.83  -0.111
H  0.13  0.57  -4.87  0.143
H  -0.29  1.35  -3.22  0.110
H  0.07  -0.33  -3.58  0.014
C  -2.35  1.90  -5.07  -0.008
H  -1.78  2.10  -5.83  0.019
H  -2.06  2.66  -4.55  0.003
H  -3.42  1.82  -5.09  0.089
H  -2.18  -0.24  -4.89  0.124
O  -1.11  0.14  -0.77  0.070
C  -1.36  3.78  -0.31  -0.156
N  -1.79  4.81  -0.46  0.143
H  -0.21  -2.01  -0.15  0.122
H  1.09  -3.81  1.00  0.210
H  3.56  -4.46  4.28  0.202
H  3.15  -2.60  4.65  0.075
H  5.27  -2.78  4.47  0.107
H  5.26  -3.49  2.78  0.137
H  4.69  -1.99  3.09  -0.042

Output
Multiplicity: 1
SMILES: CCOc1ccc(-c2nc(C#N)c(NCC(C)C)o2)cc1
Orbital gap, eV: 7.20
Lowest unoccupied orbital energy, eV: -0.30

---

In eV, relative to the most stable structure: entry one 0.000; entry two 11.562.